C60H114F36N12O27S12 | ωB97M-V/def2-TZVPD

Results
* HOMO energy: -8.0 eV
* F_max: 7.73 eV/A

The geometry in ORCA input format:
```
! RIJCOSX wB97M-V def2-TZVPD def2/J DEFGRID3
* xyz 0 1
C 1.1518 -6.0839 -0.1694
C 0.7203 -5.3655 1.1626
N 1.8541 -4.4519 1.6886
C 2.3194 -3.6469 0.4429
C 1.2192 -3.5094 2.8492
C 2.1688 -2.4585 3.5542
C 3.0262 -5.2931 2.1082
C 2.8247 -6.2161 3.3666
O 2.8798 -5.5208 4.6607
C 4.3055 -5.5474 5.0847
H 1.2653 -5.5493 -1.1125
H 0.4436 -6.8715 -0.4265
H 2.1449 -6.5260 -0.0890
H 0.5502 -6.0885 1.9604
H -0.1954 -4.7932 1.0143
H 3.0651 -2.9207 0.7665
H 1.4719 -3.1377 -0.0160
H 2.8265 -4.2851 -0.2807
H 0.9326 -4.2802 3.5646
H 0.2319 -3.2752 2.4513
H 1.5525 -1.8001 4.1664
H 2.5466 -1.7533 2.8139
H 3.0069 -2.8970 4.0959
H 3.7396 -4.5195 2.3923
H 3.5026 -5.8821 1.3245
H 3.6789 -6.8886 3.2874
H 2.0285 -6.9573 3.2973
H 5.0046 -5.3944 4.2625
H 4.5960 -6.4835 5.5614
H 4.3950 -4.8004 5.8734
C 8.4936 -2.3600 -4.4352
C 8.1749 -0.8203 -4.0649
N 7.1133 -0.2148 -5.0225
C 5.7467 -0.8899 -4.7669
C 6.9372 1.3367 -4.7887
C 6.1413 1.6106 -3.4838
C 7.5856 -0.3207 -6.4937
C 9.0449 -0.0250 -6.8172
O 9.0713 1.3719 -6.8952
C 10.3328 1.9756 -7.0332
H 8.8080 -2.4480 -5.4752
H 7.6568 -3.0395 -4.2741
H 9.2635 -2.7951 -3.7980
H 9.0249 -0.1417 -4.1357
H 7.7621 -0.6166 -3.0769
H 5.0159 -0.6012 -5.5223
H 5.3436 -0.6734 -3.7776
H 5.8084 -1.9763 -4.8293
H 6.4224 1.7768 -5.6428
H 7.9594 1.7072 -4.8652
H 5.0874 1.3999 -3.6654
H 6.2584 2.6616 -3.2196
H 6.4790 0.9881 -2.6552
H 6.9463 0.0829 -7.2788
H 7.4406 -1.3994 -6.5525
H 9.3215 -0.4702 -7.7729
H 9.8204 -0.4376 -6.1720
H 10.2201 3.0598 -7.0312
H 10.8869 1.7395 -7.9417
H 10.9671 1.7161 -6.1856
C -9.4082 -5.0282 1.4187
C -8.0661 -5.6553 0.7626
N -7.1439 -4.5291 0.1113
C -6.7784 -3.6087 1.3056
C -5.8478 -5.1907 -0.4838
C -6.1925 -6.3858 -1.4832
C -7.9717 -3.7275 -0.9889
C -7.1268 -2.8242 -1.9681
O -6.1340 -2.0834 -1.2862
C -5.3282 -1.3579 -2.1868
H -9.1438 -4.3828 2.2564
H -10.0376 -5.7106 1.9898
H -10.0580 -4.5283 0.7003
H -8.2622 -6.3702 -0.0365
H -7.4892 -6.1324 1.5548
H -6.3550 -4.2302 2.0947
H -7.6024 -2.9487 1.5769
H -5.9444 -2.9950 0.9652
H -5.1153 -5.4721 0.2727
H -5.3987 -4.3047 -0.9327
H -5.5126 -6.5990 -2.3081
H -7.1463 -6.1013 -1.9274
H -6.1112 -7.3679 -1.0173
H -8.6126 -3.0551 -0.4187
H -8.6276 -4.4749 -1.4352
H -7.7784 -2.1590 -2.5346
H -6.5728 -3.4110 -2.7008
H -4.4774 -0.8659 -1.7153
H -5.8798 -0.5057 -2.5838
H -5.0005 -2.0501 -2.9624
C -0.7600 0.9133 -2.9650
C -1.9363 1.8708 -2.8012
C -1.6762 2.7137 -1.5608
N -2.7340 3.8051 -1.2421
C -2.7399 4.9500 -2.3695
C -2.4677 4.4896 0.0678
C -3.8375 5.1872 0.3514
C -4.8959 4.1364 -0.0326
C -4.1813 3.2374 -1.0447
H -0.5613 0.1890 -2.1751
H 0.2006 1.4236 -3.0358
H -0.8276 0.2964 -3.8610
H -2.7664 1.2008 -2.5773
H -1.9975 2.4138 -3.7443
H -0.7610 3.2762 -1.7454
H -1.6312 2.1727 -0.6156
H -2.9526 4.2400 -3.1687
H -1.8657 5.5895 -2.4918
H -3.6984 5.4520 -2.2376
H -1.6338 5.1561 -0.1522
H -2.1450 3.7444 0.7948
H -3.9460 6.0958 -0.2408
H -3.8871 5.5364 1.3827
H -5.6963 4.6527 -0.5625
H -5.3454 3.5527 0.7707
H -4.7388 3.2693 -1.9808
H -4.2092 2.1934 -0.7325
C 3.6535 4.4785 -3.9167
C 2.2769 4.1284 -4.5087
C 1.7769 4.9073 -5.7120
N 0.2577 4.6922 -6.1391
C -0.0174 3.2063 -6.4761
C -0.2376 5.4740 -7.3968
C -1.6758 5.9351 -7.0350
C -1.5645 6.2859 -5.5770
C -0.7734 5.0754 -5.0127
H 3.6881 4.0742 -2.9050
H 3.8201 5.5550 -3.9556
H 4.3845 4.0329 -4.5913
H 1.6089 4.2748 -3.6600
H 2.1900 3.0664 -4.7382
H 2.4298 4.6765 -6.5538
H 1.8828 5.9902 -5.6473
H 0.8299 2.8129 -7.0377
H -0.9056 2.9897 -7.0696
H -0.0673 2.6143 -5.5622
H -0.0453 4.9141 -8.3121
H 0.4944 6.2741 -7.5066
H -2.3672 5.1470 -7.3332
H -2.0566 6.7886 -7.5958
H -2.5057 6.3071 -5.0277
H -1.0682 7.2536 -5.5037
H -1.4600 4.2397 -4.8775
H -0.1796 5.2751 -4.1207
C 3.8408 0.2912 6.6981
C 3.3719 1.6252 6.0811
C 1.9439 1.4910 5.4601
N 1.3242 2.7827 4.7584
C 2.1691 3.1552 3.5407
C -0.1718 2.6014 4.3806
C -1.0103 3.5757 5.2316
C 0.0148 4.7381 5.3698
C 1.2730 3.9345 5.7808
H 2.9742 -0.2537 7.0728
H 4.5152 0.5186 7.5237
H 4.3777 -0.2713 5.9342
H 4.0109 1.9668 5.2668
H 3.4739 2.4491 6.7875
H 1.1900 1.0726 6.1269
H 1.9141 0.7775 4.6366
H 1.6617 3.7718 2.7988
H 2.2330 2.2046 3.0111
H 3.1596 3.5640 3.7402
H -0.3544 2.6093 3.3060
H -0.5579 1.6195 4.6539
H -1.9654 3.8511 4.7843
H -1.2577 3.2375 6.2378
H 0.1131 5.3451 4.4697
H -0.3123 5.4467 6.1307
H 2.2390 4.4365 5.7266
H 1.2272 3.5167 6.7865
C -3.7701 1.9742 9.0344
F -3.3257 3.2318 9.3264
F -2.9095 1.4386 8.1369
F -3.8328 1.3495 10.2372
S -5.5714 1.9749 8.2934
O -6.1971 0.6146 8.4147
O -6.2686 2.9422 9.0932
N -5.2227 2.5143 6.6786
S -5.7110 1.4409 5.7446
O -4.9282 0.1933 5.7867
O -7.2037 1.2573 5.6077
C -5.0579 2.2431 4.0864
F -5.1413 1.3888 3.0390
F -5.8928 3.3425 3.8917
F -3.7554 2.5595 4.1199
C 7.4981 -0.7139 6.1592
F 8.8221 -0.9253 6.1598
F 6.9991 -1.0772 7.3543
F 7.3336 0.5142 5.8291
S 6.7977 -1.9342 4.7725
O 7.6633 -3.1298 4.8625
O 5.3942 -2.2319 5.1108
N 7.0939 -1.0935 3.3209
S 5.7757 -1.0393 2.6686
O 5.1628 -2.3471 2.3521
O 4.8343 -0.1405 3.3344
C 6.1925 -0.1843 0.9080
F 6.4113 1.1027 1.0530
F 7.2970 -0.7141 0.3827
F 5.0534 -0.2692 0.1776
C -2.3540 0.3118 1.6617
F -2.2691 1.5815 2.0533
F -3.0124 -0.4550 2.5485
F -2.9723 0.3141 0.4387
S -0.4727 -0.2934 1.6451
O -0.0973 -0.2281 3.0718
O -0.4912 -1.5822 0.9669
N 0.2881 0.9838 0.7704
S 1.5673 0.2692 0.2044
O 2.5429 -0.1470 1.2192
O 1.3752 -0.7300 -0.8317
C 2.4091 1.7348 -0.7889
F 1.4983 2.6212 -1.1849
F 3.3779 2.4393 -0.1023
F 3.0031 1.1427 -1.8281
C -6.5305 -8.0315 4.0677
F -7.5425 -7.5273 3.4117
F -6.3943 -7.4405 5.2398
F -6.7449 -9.3407 4.2580
S -4.8992 -7.7271 3.1318
O -3.8834 -8.4309 3.9009
O -5.1096 -8.3580 1.7923
N -4.8493 -5.9674 3.0132
S -3.4402 -5.6169 3.4248
O -3.1584 -5.5739 4.8739
O -2.4407 -6.1743 2.5187
C -3.4322 -3.6734 3.0445
F -2.3642 -3.1121 3.6324
F -3.4349 -3.4639 1.7485
F -4.5200 -3.2030 3.6273
C 1.0431 7.8006 -2.8043
F 1.6732 7.1762 -3.7671
F 1.6368 8.9330 -2.4640
F -0.2455 7.9451 -3.1206
S 1.0929 6.6661 -1.2771
O 0.6826 5.3198 -1.7726
O 2.5186 6.7339 -0.8301
N -0.0848 7.3565 -0.2012
S 0.7205 7.3883 1.1427
O 1.3054 6.1705 1.6251
O 1.5780 8.5705 1.3308
C -0.7903 7.7019 2.4058
F -1.4288 8.7807 2.0310
F -1.5717 6.5842 2.5285
F -0.3148 7.8988 3.6436
C -4.7950 -5.3902 -5.7639
F -5.3466 -4.3763 -5.0605
F -5.6533 -6.3956 -5.6504
F -4.6826 -4.9889 -7.0236
S -2.9892 -5.9084 -5.0588
O -3.2768 -6.7124 -3.9037
O -2.2167 -6.6532 -6.0984
N -2.2545 -4.3395 -4.8854
S -1.8820 -4.2325 -3.4105
O -2.9454 -4.5393 -2.4464
O -0.6460 -4.9409 -3.0993
C -1.4754 -2.3811 -3.0864
F -0.3728 -1.9755 -3.8215
F -2.5589 -1.7061 -3.4656
F -1.2534 -2.3193 -1.7372
*
```

Results of the Löwdin charge analysis, in e, for atoms 1 through 8:
1. C -0.06
2. C -0.11
3. N -0.21
4. C 0.02
5. C -0.05
6. C -0.03
7. C -0.10
8. C -0.16

C3H2N4O | ωB97M-V/def2-TZVPD

Results
* HOMO energy: -9.7 eV
* F_max: 8.25 eV/A
* SMILES: O=c1ncnncn1

The geometry in ORCA input format:
```
! RIJCOSX wB97M-V def2-TZVPD def2/J DEFGRID3
* xyz 0 1
C 0.1779 0.8753 -1.0848
C -0.5311 -1.1804 -0.4972
C 0.1291 0.7538 1.0994
H -0.9821 -2.2505 -0.4867
H -0.3047 1.0160 2.2511
N -0.7647 -0.1177 -1.1141
N 0.5152 -1.2796 0.5268
N 0.8747 -0.3288 1.1562
N -0.2224 1.5428 0.0870
O 1.1080 0.9692 -1.9377
*
```

Results of the Löwdin charge analysis, in e, for atoms 1 through 8:
1. C -0.53
2. C -0.13
3. C -0.22
4. H 0.15
5. H 0.19
6. N 0.17
7. N 0.06
8. N 0.03